Entry from the OMol25 dataset: a 2-piece molecular cluster, C4H8N2O overall at a distorted geometry (ωB97M-V/def2-TZVPD).

Results
- orbital gap (eV) = 9.0
- HOMO (eV) = -8.68
- energy relative to the best compared isomer or geometry (same formula, charge and spin) (kJ/mol) = 105.2
- electronic energy (eV) = -9305.3026
- structure (SMILES) = Cc1cnc[nH]1.O

Geometry as XYZ:
```
15
Properties=species:S:1:pos:R:3:forces:R:3
C -1.550731 0.617729 1.280773 0.3 -0.8 0.4
C -0.964318 0.561963 -0.091824 -0.9 1.2 0.0
C -1.637266 0.617751 -1.283262 0.2 -0.6 0.0
N -0.770546 0.803658 -2.333098 -0.4 0.1 -0.3
C 0.397053 0.931409 -1.790875 0.3 0.3 0.6
N 0.334676 0.837191 -0.424946 0.6 -0.4 -0.3
H -1.299573 -0.284414 1.854555 -0.1 0.1 0.0
H -2.635896 0.656338 1.213298 0.0 0.0 -0.1
H -1.232593 1.471830 1.882227 0.1 0.1 -0.3
H -2.694875 0.477518 -1.434999 0.0 0.1 0.0
H 1.324760 1.204591 -2.265630 0.0 -0.2 -0.2
H 1.159864 0.787396 0.149662 -0.2 0.1 0.2
O 3.506756 -3.015942 0.877791 -0.4 0.2 0.0
H 3.397666 -2.988574 1.834609 0.0 0.0 -0.1
H 2.665023 -2.678442 0.531720 0.4 -0.2 0.1
```
Forces are in eV/Å.


Entry from the OMol25 dataset: C5H5O3Tl as an isolated structure at a distorted geometry (ωB97M-V/def2-TZVPD).

Results
- orbital gap (eV) = 7.6
- HOMO (eV) = -19.56
- energy relative to the best compared isomer or geometry (same formula, charge and spin) (kJ/mol) = 0.0
- charge = +2
- electronic energy (eV) = -16077.5654

Geometry as XYZ:
```
14
Properties=species:S:1:pos:R:3:forces:R:3
O -1.157593 2.143855 -0.142717 -3.7 -0.5 -1.0
C -1.644510 0.996962 -0.092882 -1.5 0.5 2.3
O -1.331631 0.208716 0.922984 0.3 1.0 -0.8
Tl 0.794268 2.295751 0.092261 3.6 1.0 0.8
H -2.540357 0.741979 -0.681569 0.5 -0.1 -0.5
O 3.090433 0.100431 0.683160 -1.9 1.7 -1.0
C 1.999200 0.479482 -0.025584 1.6 -3.5 1.2
C 1.070537 -0.313126 -0.474218 -1.8 0.3 -0.2
C -0.112120 -0.921368 -0.696293 2.1 -0.8 0.0
C -1.057905 -1.148954 0.470363 -0.5 -0.2 -0.2
H 3.866834 0.108932 0.116610 0.8 0.1 -0.3
H -0.340472 -1.395792 -1.654567 0.1 0.2 0.1
H -1.994906 -1.621684 0.146452 0.3 0.0 0.1
H -0.641784 -1.675186 1.336003 0.0 0.1 -0.3
```
Forces are in eV/Å.


Entry from the OMol25 dataset: a 17-piece molecular cluster, C30H94O17 overall at a distorted geometry (ωB97M-V/def2-TZVPD).

Results
- orbital gap (eV) = 9.8
- HOMO (eV) = -9.49
- energy relative to the best compared isomer or geometry (same formula, charge and spin) (kJ/mol) = 279.0
- electronic energy (eV) = -67439.6245

Geometry as XYZ:
```
141
Properties=species:S:1:pos:R:3:forces:R:3
C 4.277490 6.595440 -13.879490 0.0 0.4 1.1
O 5.636860 6.682280 -14.267740 0.1 -0.5 -0.2
H 4.076210 5.691920 -13.303960 0.3 -0.6 -0.7
H 4.103060 7.314090 -13.078730 -0.4 0.7 -0.3
H 3.588530 6.719600 -14.714960 -0.1 -0.1 0.2
H 5.720280 7.430890 -14.862900 0.1 0.0 0.0
C -0.255540 6.046000 -16.209450 0.8 -0.6 0.7
O 0.150950 6.362030 -14.877210 0.2 0.9 -0.3
H -1.228540 5.560660 -16.133250 -0.1 0.1 -0.7
H -0.215490 6.901700 -16.883450 -0.4 0.3 0.5
H 0.522220 5.383610 -16.589510 -0.3 -0.5 -0.5
H 0.292650 5.537060 -14.407150 -0.1 -0.4 0.3
C 4.519700 6.026660 -9.848990 0.4 -0.8 -1.4
O 4.989430 6.296560 -8.583210 0.3 0.6 1.5
H 4.468360 4.943420 -9.958810 -0.5 -0.2 -0.4
H 3.587530 6.516240 -10.130900 -0.2 0.0 0.2
H 5.289390 6.327670 -10.559670 0.0 0.3 -0.1
H 4.446350 5.810050 -7.958730 0.0 0.1 0.2
C -5.271990 5.764990 -13.711040 0.3 0.6 0.3
C -5.509000 7.293270 -13.599100 -0.4 -1.5 0.9
C -4.436070 8.001400 -12.794950 0.0 0.7 -0.1
O -5.585180 7.873580 -14.861870 0.5 0.9 -1.3
H -5.745220 5.319490 -14.586070 -0.4 0.1 0.1
H -5.611510 5.286750 -12.792280 0.0 -0.2 -0.1
H -4.214240 5.537280 -13.842940 0.2 0.1 0.1
H -6.487230 7.450950 -13.144900 -0.1 -0.1 0.5
H -4.388630 7.851940 -11.716280 -0.3 -0.9 -0.1
H -4.642090 9.071400 -12.822370 0.2 0.2 -0.5
H -3.455450 7.788030 -13.220330 0.1 0.2 0.0
H -6.434590 7.662740 -15.256410 0.1 -0.1 0.0
C -1.396040 3.094110 -18.349320 -0.7 0.4 -1.4
C -0.903140 3.356240 -19.819990 0.7 1.7 2.1
C -0.772880 4.893020 -20.083350 -1.1 -0.5 -0.1
O 0.392940 2.829210 -19.920510 0.1 -1.4 -0.8
H -2.445210 3.387050 -18.310230 -0.2 0.1 0.3
H -0.845180 3.720010 -17.647250 0.1 -0.2 0.0
H -1.346810 2.038770 -18.081110 0.2 0.2 -0.1
H -1.600930 2.926090 -20.538440 0.4 -0.3 -0.1
H -0.433240 5.460810 -19.217110 0.2 -0.3 0.2
H -1.761430 5.280310 -20.330060 -0.1 0.2 -0.1
H -0.105750 5.115060 -20.916260 0.0 -0.3 -0.1
H 0.986030 3.397660 -19.423810 0.2 0.4 0.0
C -2.178960 0.469420 -13.719740 0.8 0.9 1.5
C -1.673710 -0.916280 -13.440220 1.9 0.4 -1.7
C -0.461640 -1.012220 -12.553660 1.9 0.4 0.1
O -2.660080 -1.603640 -12.820570 -2.8 -1.8 1.3
H -2.129340 0.947710 -12.741540 -0.5 0.3 0.3
H -3.218350 0.537950 -14.040770 0.3 -0.1 -0.4
H -1.453370 1.104230 -14.228310 -0.3 -0.2 -0.7
H -1.482130 -1.448030 -14.372230 0.4 0.2 -0.5
H -0.547410 -0.474620 -11.609340 -0.3 0.0 0.0
H 0.473770 -0.661090 -12.989330 -0.1 0.7 -0.4
H -0.103820 -2.017660 -12.331960 -0.9 -0.5 0.1
H -2.510910 -2.519980 -13.064870 -0.4 -0.2 0.5
C 3.778110 4.973560 -17.107780 0.0 -0.4 1.3
C 3.431390 4.121650 -18.312170 2.3 0.2 -0.2
C 3.254920 2.614830 -18.106380 -0.9 0.2 -0.5
O 2.375400 4.713010 -18.995210 -2.0 0.1 -0.5
H 2.883170 5.221560 -16.537100 -0.2 0.2 -0.1
H 4.339710 5.875400 -17.351480 -0.4 0.2 -0.3
H 4.420370 4.478600 -16.379350 0.1 -0.4 -0.1
H 4.271730 4.300870 -18.982850 0.6 -0.8 -0.1
H 3.052290 2.087050 -19.038310 0.5 0.3 -0.5
H 2.323350 2.371140 -17.595590 0.1 0.2 0.7
H 4.117910 2.140510 -17.639090 -0.2 0.2 0.2
H 2.705290 5.431340 -19.539990 -0.1 0.0 0.0
C -0.269890 0.075410 -16.939160 -0.3 -0.2 1.0
C 0.669160 -1.081230 -16.606480 -0.5 0.6 -1.0
C 0.112090 -2.462960 -16.878090 -0.2 -0.4 1.1
O 1.820930 -0.925640 -17.449080 0.4 0.0 0.6
H -1.103900 0.236250 -16.256030 -0.2 -0.7 0.2
H -0.731000 -0.081140 -17.914330 0.4 0.5 -0.3
H 0.298980 0.987130 -16.756750 0.1 0.2 -0.9
H 1.005800 -0.922190 -15.582040 0.2 -0.4 0.1
H 0.858570 -3.188260 -16.554330 0.2 -0.1 -0.6
H -0.197310 -2.585960 -17.915990 0.3 0.0 -0.1
H -0.750030 -2.742960 -16.272740 -0.3 0.4 0.1
H 1.509650 -0.789270 -18.346910 -0.1 0.1 -0.2
C -3.210240 5.554710 -8.009780 -0.6 0.7 -0.3
C -3.364050 5.694810 -9.535580 1.1 -1.0 1.1
C -2.019290 6.046900 -10.142500 0.4 0.4 -1.2
O -3.831480 4.403160 -9.981040 -0.5 1.4 -0.4
H -2.503230 4.752290 -7.799140 0.0 0.0 0.0
H -4.184930 5.328230 -7.577580 0.1 -0.2 0.1
H -2.855610 6.475860 -7.547390 0.1 0.1 0.0
H -4.065410 6.475780 -9.829300 -0.3 -0.3 0.1
H -1.235890 5.292250 -10.072470 -0.3 -0.4 0.4
H -1.560920 6.967970 -9.782460 -0.3 0.1 0.4
H -2.125470 6.236530 -11.210610 -0.1 -0.1 -0.2
H -3.094390 3.793790 -9.897620 0.6 -0.4 0.2
C 3.138290 2.047770 -14.836380 -0.3 -1.5 0.8
C 2.632600 1.511410 -13.461140 0.9 -1.4 -1.8
C 3.372520 0.264480 -12.818320 -0.8 0.8 -1.6
O 2.685260 2.584790 -12.631690 -0.5 2.0 2.3
H 2.554350 2.941360 -15.056860 0.1 0.0 0.0
H 2.928440 1.301420 -15.602550 0.3 0.0 -0.2
H 4.201880 2.274860 -14.763480 0.1 0.1 -0.2
H 1.572980 1.339150 -13.649900 -0.2 -0.5 0.4
H 3.098120 0.029730 -11.789870 -0.3 0.3 -0.1
H 4.451620 0.411960 -12.861680 0.0 0.0 -0.1
H 3.068170 -0.572550 -13.446700 0.4 -0.3 0.1
H 3.578530 2.722650 -12.308170 0.6 0.0 0.2
C 2.385080 1.267080 -9.034120 1.2 -0.2 1.0
C 1.236660 2.109250 -9.494140 0.0 -0.3 -1.5
C 1.561180 3.582750 -9.722190 -0.4 0.3 1.8
O 0.818210 1.610200 -10.779340 -0.7 -0.5 0.3
H 2.906600 1.729320 -8.196010 0.1 0.3 0.1
H 3.136330 1.129000 -9.811710 0.0 0.3 -0.2
H 2.177730 0.262620 -8.665100 -0.7 0.0 -0.3
H 0.352050 1.934260 -8.881810 0.2 0.4 0.5
H 0.645250 4.100120 -10.007670 0.2 0.0 -0.6
H 2.418410 3.796470 -10.360610 -0.3 -0.3 -0.3
H 1.776540 4.057500 -8.764940 0.3 0.0 0.3
H 1.557570 1.782320 -11.366980 0.2 0.2 -0.4
C 6.937920 0.917800 -11.292210 -0.1 -1.2 0.9
C 6.235020 2.017280 -10.535050 0.0 -1.1 -0.9
C 7.182840 2.971500 -9.918770 0.2 0.4 1.1
O 5.396070 2.655490 -11.468080 -0.9 1.0 -0.5
H 7.622700 0.434410 -10.595430 0.5 0.0 -0.3
H 7.438330 1.238580 -12.205880 0.1 0.1 0.2
H 6.216010 0.134260 -11.522480 0.0 0.1 -0.4
H 5.567750 1.565140 -9.801290 0.1 0.1 0.2
H 7.859770 3.455920 -10.622490 -0.1 0.0 -0.2
H 7.798290 2.415080 -9.211860 0.1 0.2 0.1
H 6.619670 3.724800 -9.367880 0.2 0.2 0.0
H 6.008070 3.218630 -11.947590 -0.2 0.4 -0.5
O -4.320660 2.865910 -12.135200 -0.1 -0.5 -0.9
H -4.187490 2.075900 -11.611390 -0.1 -0.3 0.2
H -4.034210 3.581380 -11.567490 -0.1 0.5 0.4
O -3.479210 0.228790 -10.613090 -0.1 0.3 0.1
H -4.095900 -0.357360 -10.174510 -0.2 0.0 0.2
H -3.153620 -0.278300 -11.356780 0.1 -0.5 -0.5
O -1.891120 2.411950 -10.006260 0.1 0.6 0.3
H -2.378040 1.651540 -10.323940 -0.5 -0.6 0.0
H -0.971630 2.178630 -10.134000 0.3 0.0 -0.4
O -0.825200 8.712940 -13.793580 -0.2 0.7 0.4
H -1.462200 8.631680 -14.503410 -0.1 -0.1 -0.1
H -0.271010 7.937120 -13.878470 0.1 -0.5 -0.3
O 0.308960 3.948240 -13.288060 -0.3 0.3 -0.4
H -0.331790 3.634120 -12.650100 -0.4 0.0 0.2
H 1.138410 3.563860 -13.004320 0.6 -0.1 0.2
```
Forces are in eV/Å.


Entry from the OMol25 dataset: C23H28N7OSTeTi as an isolated structure at a distorted geometry (ωB97M-V/def2-TZVPD).

Results
- orbital gap (spin up / spin down) (eV) = 4.8 / 6.0
- HOMO (spin up / spin down) (eV) = -2.34 / -3.56
- energy relative to the best compared isomer or geometry (same formula, charge and spin) (kJ/mol) = 50.7
- charge = -1
- electronic energy (eV) = -78031.6056
- multiplicity = 3

Geometry as XYZ:
```
62
Properties=species:S:1:pos:R:3:forces:R:3
Ti 1.190122 0.793622 0.787400 0.4 -0.6 -0.9
N 4.889679 0.511847 3.132764 0.0 0.0 0.0
C 3.678192 0.907088 2.586439 -0.1 0.0 0.3
S 3.695560 1.416795 0.930072 0.1 0.0 -0.2
N 2.661478 0.894483 3.398220 0.1 -0.1 0.0
N 1.489541 1.303661 2.771722 0.4 0.1 0.4
C 0.690905 1.990293 3.495325 -0.4 0.4 0.2
C -0.447064 2.734591 2.967856 0.0 -0.3 0.1
C -1.340329 3.303225 3.882627 -0.1 0.0 0.0
C -2.392621 4.108684 3.492440 0.0 0.0 0.0
C -2.546012 4.388463 2.129775 -0.1 0.0 0.1
C -1.674148 3.865188 1.203727 0.1 -0.2 0.0
C -0.607941 3.001059 1.573862 -0.1 0.4 0.0
O 0.178451 2.540816 0.660577 -0.1 0.1 -0.1
H 5.517991 0.138141 2.439689 0.0 0.0 0.0
H 4.770757 -0.090301 3.934840 0.0 0.0 0.0
H 0.912358 2.080553 4.559703 0.1 0.1 0.0
H -1.185061 3.100462 4.938086 0.0 0.0 0.0
H -3.067030 4.530110 4.226567 0.0 0.0 0.0
H -3.352938 5.034307 1.799506 0.0 0.0 0.0
H -1.776767 4.084884 0.147596 0.0 0.0 0.0
C -1.413492 -1.692682 -3.793393 0.0 0.0 0.0
C -0.770816 -2.227352 -2.529639 0.1 -0.1 0.0
N -0.340891 -1.098029 -1.737545 -0.1 0.0 0.0
C 0.298030 -0.015682 -2.283533 0.0 0.1 0.0
N 0.894762 0.812077 -1.490076 0.0 0.0 0.0
C 1.441985 2.020828 -2.083519 0.0 0.0 0.0
C 2.085309 1.703593 -3.421204 0.0 0.0 0.0
C 1.012649 1.148183 -4.336117 0.0 0.0 0.0
N 0.196114 0.154817 -3.649013 0.0 0.0 0.0
C -0.384759 -0.851155 -4.519070 0.0 0.0 0.0
H -2.277746 -1.079568 -3.526599 0.0 0.0 0.0
H -1.749967 -2.503695 -4.441308 0.0 0.0 0.0
H 0.064785 -2.894588 -2.786332 0.0 0.0 0.0
H -1.472967 -2.810768 -1.933252 0.0 0.0 0.0
H 0.017630 -1.311612 -0.811962 0.0 0.0 0.0
H 2.165203 2.446807 -1.388713 0.0 0.0 0.0
H 0.650415 2.771629 -2.208192 0.0 0.0 0.0
H 2.866558 0.956430 -3.261008 0.0 0.0 0.0
H 2.540447 2.586334 -3.874159 0.0 0.0 0.0
H 1.460581 0.670546 -5.214352 0.0 0.0 0.0
H 0.368288 1.957956 -4.700348 0.0 0.0 0.0
H 0.406439 -1.505875 -4.914608 0.0 0.0 0.0
H -0.832319 -0.338137 -5.376136 0.0 0.0 0.0
C -3.292418 0.279421 1.744433 -0.1 0.0 -0.1
C -1.894191 0.061174 1.428091 -0.1 0.0 0.4
N -0.761096 -0.036950 1.288106 0.1 0.2 -0.4
H -3.914537 0.081357 0.872000 0.0 0.0 0.0
H -3.412638 1.322458 2.046285 0.0 0.0 0.0
H -3.598874 -0.374541 2.559772 0.0 0.0 0.0
Te 2.425144 -1.921134 0.512330 -0.2 -0.1 -0.1
C 0.848222 -3.347555 0.671528 0.0 0.0 0.1
C -0.179161 -3.196220 1.611008 0.0 0.0 0.0
C -1.209081 -4.121464 1.713119 0.0 0.0 0.0
C -1.241963 -5.236764 0.883907 0.0 0.0 0.0
C -0.227504 -5.408172 -0.049025 0.0 0.0 0.0
C 0.795748 -4.474853 -0.153970 0.0 0.0 0.0
H -0.163880 -2.333502 2.264567 0.0 0.0 0.0
H -1.989337 -3.974230 2.452545 0.0 0.0 0.0
H -2.040278 -5.964247 0.969936 0.0 0.0 0.0
H -0.233721 -6.273706 -0.702712 0.0 0.0 0.0
H 1.578226 -4.619107 -0.890636 0.0 0.0 0.0
```
Forces are in eV/Å.


Entry from the OMol25 dataset: C4H10GaO2S as an isolated structure (ωB97M-V/def2-TZVPD).

Results
- orbital gap (eV) = 7.8
- HOMO (eV) = -4.37
- charge = -1
- electronic energy (eV) = -71617.9111

Geometry as XYZ:
```
18
Properties=species:S:1:pos:R:3:forces:R:3
O -0.917111 1.434873 2.838771 0.3 0.0 -0.8
C -0.782386 1.431945 1.632376 -0.1 -0.1 0.9
O 0.015923 2.343288 0.998436 -0.4 -0.1 -0.2
C -1.493852 0.448237 0.744406 -0.4 0.3 0.2
C -0.847601 -0.938552 0.805335 0.4 -0.3 0.1
C 0.495147 -1.180999 0.088644 -0.1 0.0 -0.2
Ga 0.867563 -0.143551 -1.627549 -0.3 0.2 0.0
S 2.604825 -1.259429 -2.739236 0.2 -0.4 0.2
H 0.942764 2.143294 1.145360 0.3 0.0 0.1
H -1.602781 0.822363 -0.269032 0.3 0.0 -0.2
H -2.490296 0.360741 1.177764 -0.1 0.0 0.0
H -0.728784 -1.176862 1.864995 -0.1 0.0 0.1
H -1.581881 -1.650703 0.433763 -0.1 0.0 -0.2
H 1.321322 -1.075769 0.793356 0.1 0.2 0.1
H 0.500240 -2.236726 -0.189404 0.1 -0.1 0.0
H 1.332492 1.357768 -1.305793 0.1 0.0 -0.1
H -0.437617 -0.194021 -2.580666 0.0 0.0 0.0
H 2.802031 -0.485896 -3.811529 -0.2 0.2 0.0
```
Forces are in eV/Å.